Computed, not measured: a structure of composition C5H8O2, with wB97M-V/def2-TZVPD.

XYZ file:
```
15
C5H8O2, DFT wB97M-V/def2-TZVPD
C 0.73 0.19 1.61
C -0.42 -0.36 0.79
O -1.59 0.40 0.39
C -1.34 0.06 -0.99
C -0.10 0.78 -1.40
C 0.00 -0.52 -0.64
O 0.87 -1.55 -0.92
H 1.63 -0.25 1.15
H 0.80 1.28 1.53
H 0.76 -0.12 2.65
H -0.78 -1.32 1.19
H -2.19 -0.23 -1.61
H 0.17 0.66 -2.45
H 0.12 1.76 -0.98
H 1.59 -1.39 -0.28
```

Summary:
Energy above the lowest of the compared OMol25 structures with the same formula, charge and spin in kJ/mol: 296.8
E_LUMO in eV: 0.871
HOMO in eV: -9.567
HOMO-LUMO gap in hartree: 0.3836

Here are the Löwdin charges for atoms 1 to 5, given in e:
1. C -0.008
2. C -0.294
3. O -0.030
4. C -0.169
5. C 0.007

Computed, not measured: an isolated molecule of C5H8O2, with wB97M-V/def2-TZVPD.

XYZ file:
```
15
C5H8O2, DFT wB97M-V/def2-TZVPD
C -0.72 1.45 1.14
C -0.41 0.23 0.34
C -0.98 -0.28 -0.94
C 0.52 -0.30 -0.71
O 1.40 0.38 -1.53
C 0.94 -1.33 0.31
O -0.14 -0.93 1.17
H -1.65 1.25 1.69
H -0.85 2.35 0.55
H 0.07 1.60 1.88
H -1.68 -1.12 -0.90
H -1.20 0.46 -1.71
H 1.86 -0.28 -2.07
H 0.92 -2.39 0.04
H 1.91 -1.07 0.75
```

Summary:
Energy above the lowest of the compared OMol25 structures with the same formula, charge and spin in kJ/mol: 251.7
E_LUMO in eV: 0.778
HOMO in eV: -9.278
HOMO-LUMO gap in hartree: 0.3696
SMILES: C[C@@]12C[C@]1(O)CO2

Here are the Löwdin charges for atoms 1 to 5, given in e:
1. C 0.012
2. C -0.414
3. C 0.032
4. C -0.403
5. O 0.047

Computed, not measured: an isolated molecule of C5H8O2, with wB97M-V/def2-TZVPD.

XYZ file:
```
15
C5H8O2, DFT wB97M-V/def2-TZVPD
C -1.08 1.26 -0.85
C -0.27 0.27 -0.04
C 1.00 -0.31 -0.64
C 1.85 -0.93 0.45
O 3.04 -0.83 0.53
C -0.96 -0.50 1.00
O -0.09 0.58 1.35
H -0.49 2.12 -1.18
H -1.49 0.76 -1.73
H -1.92 1.63 -0.24
H 0.76 -1.07 -1.40
H 1.60 0.47 -1.13
H 1.29 -1.53 1.21
H -0.61 -1.51 1.22
H -2.00 -0.33 1.24
```

Summary:
Energy above the lowest of the compared OMol25 structures with the same formula, charge and spin in kJ/mol: 167.1
E_LUMO in eV: 0.863
HOMO in eV: -9.803
HOMO-LUMO gap in hartree: 0.3920
SMILES: C[C@]1(CC=O)CO1

Here are the Löwdin charges for atoms 1 to 5, given in e:
1. C -0.008
2. C -0.495
3. C -0.064
4. C -0.248
5. O 0.064

Computed, not measured: an isolated molecule of C5H8O2 in a non-equilibrium geometry, with wB97M-V/def2-TZVPD.

XYZ file:
```
15
C5H8O2, DFT wB97M-V/def2-TZVPD
C 0.57 -0.77 -1.61
C -0.79 -1.39 0.39
C 0.01 1.40 1.51
C 0.05 -0.37 -0.32
C 0.41 0.83 0.20
O 1.23 -0.10 -2.47
O 0.30 1.01 -2.72
H 0.56 -1.85 -1.82
H 0.98 1.49 -0.45
H -1.85 -1.23 0.17
H -0.67 -1.34 1.47
H -0.54 -2.41 0.09
H -0.53 2.33 1.35
H -0.62 0.74 2.10
H 0.90 1.65 2.10
```

Summary:
Energy above the lowest of the compared OMol25 structures with the same formula, charge and spin in kJ/mol: 581.2
E_LUMO (spin up / spin down) in eV: -1.096 / -1.099
HOMO (spin up / spin down) in eV: -8.307 / -8.291
HOMO-LUMO gap (spin up / spin down) in hartree: 0.2650 / 0.2643

Here are the Löwdin charges for atoms 1 to 5, given in e:
1. C -0.064
2. C -0.047
3. C -0.062
4. C -0.249
5. C -0.050

Computed, not measured: a structure of composition C5H8O2 in a non-equilibrium geometry, with wB97M-V/def2-TZVPD.

XYZ file:
```
15
C5H8O2, DFT wB97M-V/def2-TZVPD
C -1.86 0.85 -0.33
C -0.62 0.05 -0.16
C 0.00 -0.65 -1.15
C 0.62 0.47 0.38
O 0.95 1.76 0.27
C 1.13 -0.62 1.33
O 0.34 -1.67 1.18
H -2.63 0.23 -0.80
H -1.62 1.69 -0.98
H -2.23 1.24 0.62
H 0.65 -1.51 -0.96
H -0.32 -0.44 -2.17
H 1.91 1.87 0.38
H 2.23 -0.78 1.29
H 0.96 -0.01 2.27
```

Summary:
Energy above the lowest of the compared OMol25 structures with the same formula, charge and spin in kJ/mol: 505.8
E_LUMO in eV: 0.264
HOMO in eV: -7.688
HOMO-LUMO gap in hartree: 0.2923

Here are the Löwdin charges for atoms 1 to 5, given in e:
1. C -0.009
2. C -0.249
3. C 0.134
4. C -0.247
5. O 0.117

Computed, not measured: an isolated molecule of C5H8O2, with wB97M-V/def2-TZVPD.

XYZ file:
```
15
C5H8O2, DFT wB97M-V/def2-TZVPD
O 2.95 0.66 0.27
C 1.80 0.36 0.12
C 0.73 -0.19 1.07
C -0.07 -0.61 -0.20
C -1.56 -0.26 -0.25
O -1.84 1.04 0.22
C 0.87 0.25 -1.08
H 0.25 0.64 1.60
H 1.04 -0.95 1.79
H 0.06 -1.68 -0.40
H -2.15 -1.01 0.30
H -1.89 -0.29 -1.30
H -1.88 1.00 1.18
H 0.42 1.22 -1.32
H 1.29 -0.20 -1.99
```

Summary:
Energy above the lowest of the compared OMol25 structures with the same formula, charge and spin in kJ/mol: 114.5
E_LUMO in eV: 0.712
HOMO in eV: -9.548
HOMO-LUMO gap in hartree: 0.3770
SMILES: O=C1CC(CO)C1

Here are the Löwdin charges for atoms 1 to 5, given in e:
1. O 0.103
2. C -0.386
3. C -0.048
4. C -0.273
5. C -0.239

Computed, not measured: an isolated molecule of C5H8O2, with wB97M-V/def2-TZVPD.

XYZ file:
```
15
C5H8O2, DFT wB97M-V/def2-TZVPD
O -2.26 0.85 0.33
C -1.39 0.97 1.16
C 0.08 0.83 0.84
C 0.29 0.08 -0.45
O -0.06 0.81 -1.59
C 1.45 -0.85 -0.62
C 0.06 -1.41 -0.48
H -1.65 1.19 2.21
H 0.59 0.36 1.69
H 0.50 1.84 0.75
H -1.03 0.91 -1.53
H 2.14 -0.97 0.22
H 1.91 -0.88 -1.60
H -0.41 -1.80 -1.37
H -0.22 -1.91 0.44
```

Summary:
Energy above the lowest of the compared OMol25 structures with the same formula, charge and spin in kJ/mol: 134.4
E_LUMO in eV: 0.911
HOMO in eV: -9.807
HOMO-LUMO gap in hartree: 0.3939
SMILES: O=CCC1(O)CC1

Here are the Löwdin charges for atoms 1 to 5, given in e:
1. O 0.055
2. C -0.228
3. C -0.081
4. C -0.554
5. O 0.018

Computed, not measured: an isolated molecule of C5H8O2, with wB97M-V/def2-TZVPD.

XYZ file:
```
15
C5H8O2, DFT wB97M-V/def2-TZVPD
C 0.98 1.93 0.35
C 0.60 0.70 0.71
O 1.24 -0.05 1.66
C -0.58 -0.01 0.15
C -0.77 -0.14 -1.34
C -0.40 -1.34 -0.53
O -1.39 -2.31 -0.38
H 1.83 2.43 0.81
H 0.41 2.47 -0.39
H 1.99 0.46 2.00
H -1.49 0.07 0.74
H -0.02 0.29 -1.99
H -1.79 -0.12 -1.72
H 0.62 -1.71 -0.62
H -1.29 -2.68 0.51
```

Summary:
Energy above the lowest of the compared OMol25 structures with the same formula, charge and spin in kJ/mol: 174.4
E_LUMO in eV: 0.811
HOMO in eV: -8.992
HOMO-LUMO gap in hartree: 0.3602
SMILES: C=C(O)[C@H]1C[C@@H]1O

Here are the Löwdin charges for atoms 1 to 5, given in e:
1. C 0.058
2. C -0.394
3. O 0.042
4. C -0.184
5. C -0.044

Computed, not measured: an isolated molecule of C5H8O2 in a non-equilibrium geometry, with wB97M-V/def2-TZVPD.

XYZ file:
```
15
C5H8O2, DFT wB97M-V/def2-TZVPD
O -0.83 1.18 1.93
C -0.17 0.54 0.95
C 0.68 1.22 0.14
C 1.67 0.32 -0.53
O 1.12 -0.87 -1.13
C -0.20 -1.18 -0.78
C -0.55 -0.86 0.68
H -0.32 2.01 2.01
H -0.14 1.84 -0.35
H 2.37 -0.02 0.25
H 2.31 0.78 -1.29
H -0.32 -2.25 -0.95
H -0.90 -0.66 -1.46
H -0.05 -1.53 1.38
H -1.64 -0.92 0.81
```

Summary:
Energy above the lowest of the compared OMol25 structures with the same formula, charge and spin in kJ/mol: 276.8
E_LUMO in eV: 0.827
HOMO in eV: -8.380
HOMO-LUMO gap in hartree: 0.3384
SMILES: OC1=CCOCC1

Here are the Löwdin charges for atoms 1 to 5, given in e:
1. O 0.077
2. C -0.385
3. C -0.076
4. C -0.200
5. O -0.139

Computed, not measured: a cluster of 2 separate species, C5H8O2 in total, with wB97M-V/def2-TZVPD.

XYZ file:
```
15
C5H8O2, DFT wB97M-V/def2-TZVPD
C 0.99 -0.61 -1.23
C 0.19 0.38 -0.86
C -1.12 1.01 -0.98
C 0.07 1.75 -0.37
H 0.61 -1.47 -1.78
H 2.06 -0.58 -1.02
H -1.45 1.26 -1.98
H -1.91 0.73 -0.29
H 0.58 2.52 -0.94
H 0.02 1.92 0.71
O -0.76 -0.23 1.74
C -0.27 -1.29 2.07
O 0.54 -2.04 1.34
H -0.46 -1.76 3.04
H 0.68 -1.57 0.48
```

Summary:
Energy above the lowest of the compared OMol25 structures with the same formula, charge and spin in kJ/mol: 192.9
E_LUMO in eV: 1.015
HOMO in eV: -9.856
HOMO-LUMO gap in hartree: 0.3995
SMILES: C=C1CC1.O=CO

Here are the Löwdin charges for atoms 1 to 5, given in e:
1. C 0.011
2. C -0.332
3. C -0.091
4. C -0.091
5. H 0.077

no.,electronic energy (eV)
1,-9406.75571
2,-9407.22331
3,-9408.10046
4,-9403.80894
5,-9404.58989
6,-9408.64511
7,-9408.43954
8,-9408.02452
9,-9406.96355
10,-9407.83316